No. 1
The following is a DFT calculation (ωB97M-V/def2-TZVPD) of an isolated molecule of C5H12O2.

2S+1 = 1
maximum force = 0.31 eV/A
energy = -9474.17331 eV
ΔE to the lowest compared entry with this formula, charge and spin = 92.9 kJ/mol
molar mass = 104.1 g mol⁻¹
SMILES = CC[C@@H](O)[C@@H](C)O

Element x y z (Å)
C 2.360 0.190 1.051
C 0.915 0.638 0.823
C 0.179 -0.366 -0.075
O 0.302 -1.667 0.469
C -1.315 -0.003 -0.386
C -1.506 0.505 -1.810
O -2.165 -1.135 -0.279
H 2.374 -0.803 1.507
H 2.894 0.113 0.096
H 2.916 0.878 1.696
H 0.391 0.713 1.790
H 0.886 1.644 0.381
H 0.722 -0.422 -1.027
H -0.158 -1.674 1.318
H -1.654 0.775 0.320
H -1.043 -0.188 -2.521
H -2.577 0.542 -2.029
H -1.078 1.501 -1.960
H -2.443 -1.239 0.636

Cartesian forces, eV/Å:
C 0.1 0.0 0.0
C -0.1 0.0 0.0
C 0.1 0.1 -0.2
O -0.1 0.0 0.2
C 0.1 0.2 -0.1
C 0.0 0.0 0.0
O -0.2 0.0 0.2
H 0.0 0.2 0.0
H -0.1 0.0 0.1
H -0.1 0.0 -0.1
H 0.0 0.0 -0.2
H -0.1 -0.2 0.0
H -0.1 0.0 0.1
H 0.1 -0.1 -0.1
H 0.1 -0.1 -0.1
H -0.1 0.1 0.1
H 0.2 0.1 0.0
H 0.0 -0.1 0.1
H 0.1 -0.1 -0.1

Here are the Löwdin charges for atoms 1 to 5, given in e: -0.106, -0.211, -0.361, -0.030, -0.387

---

No. 2
The following is a DFT calculation (ωB97M-V/def2-TZVPD) of a cluster of 11 separate species, C29H80N2O11 in total at a distorted geometry.

2S+1 = 1
maximum force = 10.99 eV/A
energy = -56864.19446 eV
ΔE to the lowest compared entry with this formula, charge and spin = 985.0 kJ/mol
molar mass = 633.0 g mol⁻¹
SMILES = NC(N)=O.CC(C)O.CC(C)O.CC(C)O.CC(C)O.CC(C)O.CC(C)O.CC(C)O.CC(C)O.CC(C)O.CO

Element x y z (Å)
C 21.276 10.971 -4.977
O 21.787 10.293 -6.137
H 20.604 11.751 -5.347
H 22.138 11.532 -4.492
H 20.791 10.358 -4.190
H 21.033 10.061 -6.679
C 23.406 7.509 -4.721
O 22.734 6.909 -5.753
N 24.180 6.943 -3.882
N 23.314 8.761 -4.569
H 24.513 5.971 -4.180
H 24.718 7.471 -3.220
H 22.732 9.279 -5.287
H 23.817 9.279 -3.823
C 24.666 15.314 -1.928
C 23.653 14.088 -2.083
C 24.334 12.825 -2.369
O 22.856 13.913 -1.107
H 25.176 15.329 -0.971
H 24.021 16.217 -1.879
H 25.334 15.490 -2.773
H 22.977 14.362 -2.906
H 24.699 12.383 -1.458
H 25.075 12.886 -3.157
H 23.639 11.989 -2.622
H 22.318 14.676 -1.090
C 22.422 2.776 -1.711
C 22.869 3.980 -2.561
C 22.336 3.832 -3.926
O 22.392 5.099 -2.187
H 22.638 2.986 -0.711
H 22.775 1.747 -2.063
H 21.366 2.700 -1.764
H 23.985 3.978 -2.588
H 22.375 4.756 -4.514
H 21.263 3.593 -3.994
H 22.904 3.114 -4.504
H 22.860 5.836 -2.633
C 19.387 5.876 -5.187
C 19.139 5.967 -3.742
C 19.544 7.346 -3.109
O 18.022 5.612 -3.331
H 19.511 4.863 -5.491
H 20.235 6.476 -5.525
H 18.479 6.315 -5.607
H 19.797 5.237 -3.414
H 20.587 7.591 -3.443
H 19.591 7.169 -2.033
H 18.769 8.021 -3.474
H 18.125 4.996 -2.584
C 26.290 8.496 -1.209
C 25.923 9.585 -2.142
C 26.389 9.460 -3.580
O 24.653 9.732 -2.261
H 25.777 8.736 -0.251
H 27.341 8.201 -1.079
H 25.858 7.601 -1.496
H 26.389 10.464 -1.763
H 26.566 10.436 -4.045
H 25.777 8.846 -4.187
H 27.357 9.048 -3.637
H 24.230 9.833 -1.398
C 24.870 11.554 -5.835
C 24.125 12.581 -6.706
C 23.703 13.814 -5.893
O 24.810 12.982 -7.687
H 24.226 11.288 -4.999
H 25.736 12.072 -5.453
H 25.143 10.711 -6.350
H 23.264 12.046 -7.074
H 22.992 13.531 -5.153
H 23.244 14.592 -6.484
H 24.517 14.312 -5.414
H 24.565 13.796 -7.998
C 21.504 9.928 -1.482
C 22.168 9.124 -0.354
C 22.433 7.650 -0.625
O 23.219 9.630 0.077
H 21.267 11.009 -1.198
H 20.569 9.500 -1.838
H 22.154 9.898 -2.395
H 21.524 9.178 0.454
H 21.452 7.285 -1.061
H 22.497 7.135 0.321
H 23.301 7.430 -1.277
H 23.004 10.516 0.417
C 21.960 8.868 -9.085
C 22.308 10.238 -9.578
C 23.831 10.318 -9.361
O 21.976 10.526 -10.764
H 20.984 8.639 -9.377
H 22.048 8.821 -8.014
H 22.660 8.177 -9.568
H 21.887 11.010 -8.962
H 24.108 10.104 -8.322
H 24.206 11.338 -9.599
H 24.412 9.559 -9.939
H 21.042 10.274 -10.959
C 25.851 7.567 -7.520
C 24.703 6.787 -8.115
C 24.759 6.549 -9.651
O 24.460 5.715 -7.520
H 25.621 8.607 -7.842
H 26.817 7.326 -7.880
H 25.895 7.520 -6.443
H 23.825 7.405 -8.018
H 23.938 6.010 -10.031
H 25.706 6.079 -9.933
H 24.835 7.431 -10.248
H 23.731 5.922 -6.946
C 26.985 5.306 -3.341
C 26.457 4.612 -4.577
C 26.935 3.160 -4.627
O 25.223 4.655 -4.746
H 26.448 5.034 -2.490
H 26.777 6.370 -3.412
H 28.068 5.291 -3.202
H 26.886 5.096 -5.473
H 28.012 3.032 -4.497
H 26.644 2.769 -5.617
H 26.372 2.484 -3.977
H 24.931 4.093 -5.493

Cartesian forces, eV/Å:
C 0.7 1.5 0.3
O -0.4 0.4 0.7
H -0.2 -0.1 0.4
H -0.9 -0.9 -0.6
H 0.3 -0.1 -0.8
H -0.1 -0.3 -0.3
C -3.9 -2.2 -6.2
O 2.5 1.4 3.8
N 2.6 -5.5 2.1
N -1.6 5.9 -0.5
H -0.4 1.5 0.6
H 0.0 0.1 0.0
H 1.0 -0.9 1.0
H -0.6 -0.7 -0.8
C -1.9 0.3 0.1
C 4.0 2.4 -5.7
C -0.2 -2.3 -0.7
O -3.4 -1.5 6.3
H 0.4 -0.5 0.1
H 0.3 -0.3 -0.1
H 0.0 -0.4 0.1
H 0.7 0.1 -1.0
H 1.0 0.3 0.6
H 0.3 0.0 0.1
H 0.0 0.9 -0.4
H -1.3 1.1 0.8
C 0.4 -0.7 -1.5
C 2.4 -5.7 -2.4
C -0.2 -0.8 -3.0
O -2.1 6.8 4.1
H 0.7 -0.1 1.7
H 0.1 1.7 0.5
H -1.3 0.1 -0.1
H -0.3 -0.1 0.0
H 0.4 0.1 0.2
H 0.3 -0.3 0.5
H -0.1 -0.6 -0.3
H -0.5 -0.5 0.2
C -1.1 1.8 -1.4
C 8.9 3.2 -0.9
C 1.1 -1.5 -1.2
O -9.5 -3.3 3.2
H -0.1 -0.8 -0.5
H 0.1 -0.2 0.2
H 0.0 -0.2 -0.8
H 2.4 -1.0 1.3
H -1.0 0.2 0.1
H -0.4 0.5 0.0
H 0.2 0.5 0.5
H -0.5 0.6 -0.6
C 0.5 0.0 1.9
C 5.8 -0.2 -1.5
C 1.6 0.9 0.2
O -6.5 0.7 0.1
H 0.8 -0.2 -0.2
H -0.1 0.9 0.1
H -1.2 -2.1 -0.8
H 0.6 1.2 0.5
H -0.7 -0.1 0.1
H -0.7 -0.4 -0.6
H 1.4 -0.9 0.1
H -0.4 0.0 0.4
C -1.1 2.9 1.0
C -3.8 -1.6 5.5
C -0.5 -0.7 0.1
O 6.3 -0.9 -5.3
H 0.1 -0.1 0.1
H 0.6 0.0 0.3
H 0.7 -2.1 -1.4
H -1.1 -0.2 0.2
H -0.6 -0.1 0.8
H -0.4 0.1 -0.7
H 1.0 0.0 0.5
H -0.9 2.9 -1.2
C 0.2 0.7 -1.2
C -6.6 -3.8 -3.7
C -2.2 -0.2 -1.1
O 9.0 5.5 3.1
H 0.6 -1.3 -0.2
H -0.1 -0.2 0.3
H -0.4 0.3 0.8
H -2.6 -0.6 1.6
H 1.5 -0.1 0.1
H 0.5 -0.2 0.2
H -0.6 0.3 0.4
H 0.6 -0.2 0.0
C 0.9 0.0 -0.3
C 3.3 -1.2 6.7
C 0.9 0.8 -0.5
O -2.7 0.8 -8.1
H -1.9 -0.7 -0.4
H 0.1 -0.3 0.3
H -0.4 -0.1 0.2
H -0.4 0.4 1.5
H -0.4 0.2 -0.1
H -0.1 -0.7 0.1
H -0.7 0.6 0.0
H 1.1 0.3 0.2
C -0.7 1.9 -0.9
C 0.7 6.1 -4.8
C 2.4 0.7 0.5
O -1.0 -8.1 3.6
H 0.7 -0.3 0.5
H 1.1 -0.5 -0.6
H -0.4 -0.1 0.5
H -0.3 0.9 0.2
H -1.0 -0.9 -0.1
H -0.1 -0.7 0.2
H -0.2 1.1 -0.1
H -0.9 -0.3 1.4
C 0.1 1.7 -1.1
C 9.4 -1.2 -0.4
C -0.1 -0.7 -0.7
O -9.4 -0.4 -0.6
H -0.6 -1.0 1.7
H -0.1 0.4 -0.2
H -0.2 -0.6 -0.1
H 1.0 0.2 0.2
H -0.2 0.0 0.0
H 0.4 0.1 0.0
H 0.2 0.4 0.6
H 0.0 0.7 0.4

Here are the Löwdin charges for atoms 1 to 5, given in e: -0.105, -0.154, 0.092, 0.077, 0.075

---

No. 3
The following is a DFT calculation (ωB97M-V/def2-TZVPD) of a structure of composition C58H56BN5O2P2V at a distorted geometry.

2S+1 = 4
maximum force = 1.49 eV/A
energy = -117545.88360 eV
ΔE to the lowest compared entry with this formula, charge and spin = 19.6 kJ/mol
molar mass = 978.8 g mol⁻¹
expectation value of S² = 3.77

Element x y z (Å)
V -0.128 0.390 1.245
C -4.342 -0.504 0.236
C -3.011 -0.051 0.137
N -2.218 0.078 1.165
C -2.676 -0.305 2.413
C -3.965 -0.817 2.582
C -4.816 -0.881 1.451
C -4.351 -1.314 3.855
C -3.441 -1.320 4.867
C -2.155 -0.749 4.712
C -1.773 -0.155 3.529
N -0.613 0.571 3.267
C -0.060 1.401 4.198
C -0.396 1.557 5.537
C 0.317 2.421 6.393
C 1.373 3.169 5.972
C 1.697 3.134 4.592
C 2.717 3.943 4.035
C 2.931 3.956 2.690
C 2.092 3.159 1.885
N 1.163 2.378 2.366
C 0.971 2.307 3.714
H -4.947 -0.551 -0.659
H -2.584 0.199 -0.833
H -5.825 -1.250 1.574
H -5.343 -1.725 3.987
H -3.701 -1.756 5.823
H -1.458 -0.811 5.532
H -1.226 1.020 5.958
H 0.008 2.468 7.431
H 1.935 3.800 6.645
H 3.313 4.560 4.698
H 3.698 4.568 2.236
H 2.190 3.188 0.802
C 1.439 3.242 -2.569
N 0.138 2.650 -2.247
P -0.399 2.945 -0.604
C -0.228 4.772 -0.498
C -0.434 5.591 -1.608
C -0.388 6.967 -1.480
C -0.150 7.544 -0.237
C 0.034 6.737 0.873
C 0.001 5.353 0.742
C -2.230 2.981 -0.749
C -2.933 2.966 -1.946
C -4.322 3.035 -1.944
C -5.013 3.135 -0.747
C -4.311 3.163 0.453
C -2.931 3.080 0.451
P -0.252 1.076 -2.761
C -0.775 1.354 -4.494
C -1.060 2.623 -4.985
C -1.487 2.797 -6.297
C -1.637 1.701 -7.129
C -1.359 0.427 -6.644
C -0.932 0.257 -5.340
C 1.282 0.148 -3.073
C 2.249 0.471 -4.032
C 3.283 -0.405 -4.307
C 3.347 -1.633 -3.649
C 2.389 -1.971 -2.711
C 1.362 -1.078 -2.419
H 1.581 4.167 -2.009
H 1.487 3.490 -3.632
H 2.262 2.562 -2.334
H -0.641 5.143 -2.572
H -0.551 7.593 -2.347
H -0.113 8.620 -0.137
H 0.207 7.176 1.846
H 0.138 4.734 1.619
H -2.412 2.892 -2.891
H -4.858 3.013 -2.883
H -6.092 3.186 -0.745
H -4.841 3.232 1.393
H -2.398 3.065 1.397
H -0.940 3.482 -4.336
H -1.697 3.792 -6.663
H -1.969 1.834 -8.149
H -1.472 -0.434 -7.288
H -0.715 -0.742 -4.978
H 2.168 1.393 -4.594
H 4.027 -0.147 -5.049
H 4.146 -2.325 -3.881
H 2.421 -2.929 -2.209
H 0.614 -1.353 -1.691
C 0.629 -8.405 -0.535
C -0.682 -7.669 -0.232
C -1.446 -7.489 -1.542
C -1.534 -8.532 0.707
C -0.372 -6.329 0.439
C 0.321 -6.320 1.653
C 0.653 -5.141 2.318
C 0.269 -3.960 1.726
O 0.479 -2.690 2.153
B -0.090 -1.790 1.186
O -0.669 -2.669 0.163
C -0.417 -3.950 0.531
C -0.749 -5.109 -0.135
H 0.428 -9.326 -1.084
H 1.159 -8.668 0.379
H 1.292 -7.785 -1.139
H -1.664 -8.468 -1.972
H -0.869 -6.926 -2.276
H -2.396 -6.975 -1.391
H -1.745 -9.498 0.246
H -2.484 -8.045 0.928
H -1.027 -8.715 1.653
H 0.615 -7.260 2.100
H 1.184 -5.151 3.259
H -1.295 -5.056 -1.064
C 5.247 0.942 1.058
C 4.485 -0.331 0.671
C 4.774 -0.737 -0.776
C 4.834 -1.474 1.633
C 3.049 -0.056 0.803
N 1.930 0.165 0.940
H 6.316 0.746 0.971
H 5.025 1.239 2.083
H 4.992 1.774 0.401
H 5.851 -0.860 -0.897
H 4.427 0.018 -1.482
H 4.283 -1.677 -1.023
H 5.904 -1.673 1.563
H 4.290 -2.383 1.378
H 4.593 -1.211 2.661

Cartesian forces, eV/Å:
V 0.5 0.9 0.1
C 0.2 0.1 -0.2
C -0.1 0.0 -0.5
N -0.2 0.0 0.9
C 0.3 0.4 -0.3
C -0.2 -0.3 0.3
C 0.0 0.0 0.2
C 0.0 0.0 -0.2
C 0.3 0.1 0.0
C -0.3 -0.2 0.1
C 0.1 0.3 -0.3
N -0.5 -0.1 0.2
C 0.2 0.0 -0.4
C 0.1 0.2 0.2
C -0.2 -0.2 0.0
C 0.1 0.0 -0.2
C 0.2 0.2 0.2
C 0.0 0.0 0.2
C -0.1 -0.2 -0.2
C 0.2 0.0 0.0
N -0.3 -0.3 0.2
C -0.2 -0.1 -0.4
H 0.0 0.0 0.0
H -0.1 0.0 0.1
H 0.0 0.0 0.0
H 0.0 0.0 0.0
H 0.0 0.0 0.0
H 0.0 0.0 0.0
H 0.0 0.0 0.0
H 0.0 0.0 0.0
H 0.0 0.0 0.0
H 0.0 0.0 0.0
H 0.0 0.0 0.0
H 0.0 0.0 0.0
C 0.1 0.0 -0.1
N 0.2 0.5 0.4
P -0.3 -0.2 0.0
C 0.0 -0.1 0.0
C 0.0 0.1 0.0
C 0.0 0.0 0.0
C 0.0 0.0 0.0
C 0.0 0.0 0.0
C 0.0 0.1 0.0
C 0.1 0.0 -0.1
C -0.1 0.0 -0.1
C 0.1 0.0 0.1
C 0.1 0.0 0.0
C -0.1 0.0 0.0
C 0.0 0.0 0.0
P -0.6 -0.3 0.0
C 0.2 0.2 0.0
C 0.0 0.0 -0.1
C 0.0 0.0 0.1
C 0.0 -0.1 0.0
C 0.0 0.1 -0.1
C 0.0 -0.1 0.0
C 0.1 -0.1 -0.1
C -0.1 0.0 0.0
C 0.0 -0.1 0.1
C 0.0 0.0 -0.1
C -0.2 0.1 -0.1
C 0.3 -0.1 0.0
H 0.0 -0.1 -0.1
H 0.0 0.0 0.0
H 0.0 0.0 0.0
H 0.0 0.0 0.0
H 0.0 0.0 0.0
H 0.0 0.0 0.0
H 0.0 0.0 0.0
H 0.0 0.0 0.0
H 0.0 0.0 0.1
H 0.0 0.0 0.0
H -0.1 0.0 0.0
H 0.0 0.0 0.0
H 0.0 0.0 0.0
H 0.0 0.0 0.0
H 0.0 0.0 0.0
H 0.0 0.0 0.0
H 0.0 0.0 0.0
H 0.0 0.0 0.0
H 0.0 0.0 0.0
H 0.0 0.0 0.0
H 0.0 0.0 0.0
H 0.0 0.0 0.0
H -0.2 0.0 0.1
C 0.0 0.0 0.0
C 0.0 0.1 0.0
C 0.0 -0.1 -0.1
C 0.0 0.0 0.0
C 0.0 0.0 0.0
C 0.0 0.1 0.0
C -0.1 -0.2 -0.1
C 0.1 -0.1 0.2
O 0.0 0.7 -0.2
B -0.2 -1.4 -0.4
O 0.2 0.7 0.3
C -0.1 -0.1 -0.2
C 0.0 -0.2 0.1
H 0.0 -0.1 0.0
H 0.0 0.0 0.0
H 0.0 0.0 0.0
H 0.0 0.0 0.0
H 0.0 0.0 0.0
H 0.0 0.0 0.0
H 0.0 0.0 0.0
H 0.0 0.0 0.0
H 0.0 0.0 0.0
H 0.0 0.0 0.0
H 0.0 0.0 0.0
H 0.0 0.0 -0.1
C 0.0 0.0 0.0
C 0.0 0.0 0.1
C 0.1 0.0 0.1
C 0.0 0.0 0.0
C -0.3 0.1 0.0
N 0.7 -0.1 -0.2
H 0.0 0.0 0.0
H 0.0 0.0 0.0
H 0.0 0.0 0.0
H 0.0 0.0 0.0
H 0.0 0.0 0.0
H 0.1 0.1 0.1
H 0.0 0.0 0.0
H 0.0 0.0 0.0
H 0.0 0.0 0.0

Here are the Löwdin charges for atoms 1 to 5, given in e: 0.609, -0.038, -0.131, 0.003, -0.136